ORCA calculation (ωB97M-V/def2-TZVPD) on one molecule with the formula C4H8O2.

total charge: 0
SMILES string: OC[C@H]1C[C@H]1O
strongest force on any atom: 0.451 eV/Å
energy relative to the best compared isomer or geometry (same formula, charge and spin): 45.98 kcal per mole
orbital gap: 10.8 eV

```
14
C4H8O2, DFT ωB97M-V/def2-TZVPD
O -1.16 -0.63 -1.27
C -1.20 0.64 -0.64
C -0.21 0.72 0.52
C 0.09 -0.61 1.16
C 1.13 0.08 0.34
O 1.46 -0.40 -0.95
H -0.22 -0.74 -1.49
H -2.22 0.79 -0.28
H -0.98 1.43 -1.37
H -0.26 1.62 1.13
H -0.46 -1.39 0.63
H 0.22 -0.76 2.23
H 1.99 0.54 0.84
H 1.83 -1.29 -0.85
```